1.
{"formula": "C24H29N3O2", "method": "ωB97M-V/def2-TZVPD", "e_lumo_ev": 0.544, "spin_multiplicity": 1, "homo_lumo_gap_ha": 0.3100, "symbols": ["C", "O", "C", "C", "C", "C", "C", "N", "N", "C", "O", "C", "N", "C", "C", "C", "C", "C", "C", "C", "C", "C", "C", "C", "C", "C", "C", "C", "C", "H", "H", "H", "H", "H", "H", "H", "H", "H", "H", "H", "H", "H", "H", "H", "H", "H", "H", "H", "H", "H", "H", "H", "H", "H", "H", "H", "H", "H"], "positions_angstrom": [[7.20977, 2.87969, 3.22645], [6.05051, 2.21692, 3.67080], [5.00625, 2.07945, 2.81424], [4.97931, 2.54715, 1.50375], [3.85788, 2.34996, 0.71995], [2.73849, 1.68515, 1.21772], [1.56236, 1.47620, 0.40869], [0.52022, 0.86478, 0.84328], [-0.42332, 0.81086, -0.11560], [-1.64641, 0.24275, 0.05542], [-2.46441, 0.24639, -0.84308], [-1.84529, -0.35934, 1.44382], [-3.06841, -1.09202, 1.65679], [-3.19887, -2.26529, 0.80895], [-4.34559, -3.13356, 1.31890], [-5.64353, -2.33401, 1.31148], [-5.45118, -1.06846, 2.13937], [-4.26693, -0.27139, 1.59969], [0.01580, 1.41364, -1.39070], [0.03133, 0.37384, -2.47824], [-0.59569, 0.59979, -3.69423], [-0.56858, -0.36339, -4.68503], [0.07945, -1.57570, -4.48463], [0.07973, -2.62757, -5.55178], [0.70289, -1.79833, -3.26356], [0.68203, -0.83628, -2.27203], [1.41284, 1.94206, -1.02699], [2.77487, 1.21767, 2.53831], [3.88587, 1.41069, 3.32069], [6.99818, 3.91721, 2.94865], [7.89781, 2.86700, 4.07016], [7.66886, 2.36172, 2.37830], [5.82566, 3.06664, 1.08240], [3.86069, 2.72180, -0.29354], [-0.99877, -1.02464, 1.64110], [-1.79238, 0.45731, 2.17130], [-2.25999, -2.82494, 0.85502], [-3.38518, -1.99070, -0.24105], [-4.12192, -3.45159, 2.33879], [-4.43775, -4.02215, 0.69157], [-6.46285, -2.93296, 1.71473], [-5.89561, -2.06094, 0.28408], [-5.25095, -1.34129, 3.17708], [-6.35061, -0.45053, 2.11142], [-4.10255, 0.61473, 2.21967], [-4.48513, 0.05933, 0.57301], [-0.68389, 2.21328, -1.65350], [-1.11414, 1.53213, -3.86326], [-1.06344, -0.17441, -5.62699], [0.11340, -2.17635, -6.54105], [0.92902, -3.29733, -5.43863], [-0.83173, -3.22254, -5.48539], [1.20887, -2.73674, -3.08545], [1.16963, -1.03105, -1.32640], [1.47667, 3.02902, -1.09249], [2.18447, 1.50761, -1.66491], [1.90938, 0.70392, 2.92483], [3.92284, 1.05484, 4.33809]]}

---

2.
{"formula": "CHCl3S", "method": "ωB97M-V/def2-TZVPD", "e_lumo_ev": [-1.902, -0.797], "spin_multiplicity": 1, "homo_lumo_gap_ha": [0.2432, 0.3241], "symbols": ["C", "S", "Cl", "Cl", "Cl", "H"], "positions_angstrom": [[-0.20849, -0.03672, -1.33552], [1.11802, -0.21784, 2.45977], [0.91030, -0.52372, -0.16172], [0.02659, 1.26206, -2.43837], [-1.74359, -0.78466, -1.16389], [-0.10284, 0.30087, 2.63973]]}

---

For reference, electronic energy by record: -1246.68157; -1817.34199 a.u..
For reference, strongest force on any atom by record: 1.21; 1.11 eV/A.